The following is a quantum chemistry calculation of 12 unconnected molecules or ions with the total composition C77H67BF12N2O5PS, from OMol25.

Geometry (Å):
1 C 2.067 -2.395 -1.335
2 C 2.656 -1.360 -1.444
3 C 3.565 -0.315 -1.793
4 C 4.347 0.308 -0.816
5 C 4.200 -0.017 0.638
6 C 2.952 0.662 1.240
7 C 2.797 2.110 0.843
8 F 2.116 2.210 -0.373
9 C 5.259 1.238 -1.242
10 N 5.371 1.545 -2.541
11 N 6.375 2.492 -2.880
12 C 7.468 1.976 -3.164
13 S 8.812 1.346 -3.497
14 C 4.609 1.021 -3.515
15 P 4.904 1.511 -5.340
16 O 3.382 1.395 -5.873
17 O 5.083 3.112 -5.236
18 C 3.685 0.051 -3.135
19 O 2.957 -0.586 -4.083
20 B 1.602 -0.256 -4.159
21 O 0.922 -0.733 -5.246
22 O 1.054 0.565 -3.205
23 H 1.540 -3.304 -1.167
24 H 4.099 -1.095 0.734
25 H 5.093 0.303 1.171
26 H 3.064 0.640 2.322
27 H 2.067 0.100 0.964
28 H 2.232 2.668 1.587
29 H 3.761 2.610 0.727
30 H 5.914 1.750 -0.556
31 H 2.927 2.243 -5.731
32 H 4.527 3.580 -4.597
33 H 0.234 -1.358 -4.993
34 H 0.397 0.147 -2.639
35 F 0.530 -0.808 2.654
36 C -0.680 -0.939 2.061
37 C -1.671 -0.027 2.355
38 C -2.906 -0.171 1.739
39 C -3.134 -1.219 0.857
40 C -2.119 -2.124 0.581
41 C -0.875 -1.984 1.181
42 H -1.477 0.777 3.052
43 H -3.694 0.537 1.951
44 H -4.102 -1.330 0.388
45 H -2.296 -2.944 -0.103
46 H -0.067 -2.675 0.982
47 F -5.111 -3.177 2.306
48 C -4.999 -4.498 2.587
49 C -3.917 -5.195 2.090
50 C -3.807 -6.546 2.388
51 C -4.771 -7.173 3.164
52 C -5.851 -6.447 3.647
53 C -5.971 -5.094 3.362
54 H -3.179 -4.685 1.488
55 H -2.962 -7.109 2.013
56 H -4.681 -8.226 3.392
57 H -6.607 -6.935 4.246
58 H -6.802 -4.508 3.732
59 F 9.605 1.749 1.258
60 C 10.126 2.779 0.554
61 C 9.295 3.503 -0.273
62 C 9.825 4.565 -0.993
63 C 11.172 4.880 -0.881
64 C 11.989 4.131 -0.044
65 C 11.467 3.073 0.687
66 H 8.247 3.237 -0.347
67 H 9.183 5.148 -1.641
68 H 11.585 5.705 -1.445
69 H 13.039 4.372 0.043
70 H 12.084 2.484 1.352
71 F 8.428 8.078 4.833
72 C 8.340 6.852 4.286
73 C 9.453 6.314 3.671
74 C 9.356 5.050 3.110
75 C 8.158 4.348 3.166
76 C 7.054 4.913 3.790
77 C 7.139 6.176 4.359
78 H 10.373 6.881 3.636
79 H 10.219 4.611 2.630
80 H 8.090 3.361 2.729
81 H 6.120 4.370 3.838
82 H 6.294 6.633 4.856
83 F 13.175 5.564 -3.353
84 C 13.183 4.411 -4.055
85 C 14.361 3.988 -4.634
86 C 14.359 2.798 -5.348
87 C 13.192 2.056 -5.477
88 C 12.023 2.510 -4.887
89 C 12.009 3.695 -4.165
90 H 15.258 4.582 -4.526
91 H 15.275 2.448 -5.805
92 H 13.197 1.130 -6.036
93 H 11.105 1.944 -4.976
94 H 11.110 4.062 -3.688
95 F -11.306 -2.768 2.766
96 C -10.259 -2.091 3.290
97 C -9.030 -2.186 2.670
98 C -7.962 -1.485 3.211
99 C -8.135 -0.716 4.354
100 C -9.382 -0.644 4.961
101 C -10.459 -1.333 4.425
102 H -8.920 -2.796 1.783
103 H -6.991 -1.541 2.737
104 H -7.297 -0.174 4.772
105 H -9.521 -0.049 5.853
106 H -11.441 -1.286 4.877
107 F -3.809 3.288 1.436
108 C -5.020 3.166 0.845
109 C -6.007 4.081 1.147
110 C -7.243 3.944 0.533
111 C -7.477 2.904 -0.357
112 C -6.467 1.995 -0.638
113 C -5.223 2.125 -0.037
114 H -5.806 4.880 1.847
115 H -8.029 4.654 0.753
116 H -8.445 2.802 -0.827
117 H -6.646 1.180 -1.326
118 H -4.418 1.434 -0.247
119 F 8.881 -2.649 -3.523
120 C 7.724 -3.052 -4.088
121 C 6.566 -2.370 -3.781
122 C 5.375 -2.774 -4.369
123 C 5.356 -3.853 -5.241
124 C 6.536 -4.526 -5.528
125 C 7.735 -4.126 -4.954
126 H 6.604 -1.535 -3.090
127 H 4.468 -2.238 -4.139
128 H 4.427 -4.166 -5.698
129 H 6.527 -5.369 -6.206
130 H 8.666 -4.632 -5.172
131 F 1.164 3.345 -5.532
132 C -0.132 3.027 -5.829
133 C -1.137 3.721 -5.193
134 C -2.451 3.397 -5.500
135 C -2.728 2.395 -6.420
136 C -1.690 1.713 -7.040
137 C -0.371 2.030 -6.747
138 H -0.894 4.495 -4.478
139 H -3.258 3.932 -5.020
140 H -3.754 2.147 -6.655
141 H -1.904 0.931 -7.755
142 H 0.454 1.514 -7.220
143 F -12.555 0.549 7.374
144 C -13.182 -0.617 7.637
145 C -14.063 -1.126 6.704
146 C -14.700 -2.329 6.974
147 C -14.455 -2.998 8.164
148 C -13.567 -2.464 9.087
149 C -12.919 -1.266 8.826
150 H -14.245 -0.585 5.785
151 H -15.389 -2.743 6.250
152 H -14.956 -3.934 8.372
153 H -13.376 -2.981 10.018
154 H -12.219 -0.835 9.529
155 F -9.033 -6.752 2.523
156 C -10.233 -6.857 1.909
157 C -11.179 -5.880 2.136
158 C -12.406 -5.987 1.499
159 C -12.670 -7.061 0.661
160 C -11.700 -8.033 0.455
161 C -10.465 -7.935 1.079
162 H -10.956 -5.056 2.796
163 H -13.157 -5.225 1.661
164 H -13.630 -7.142 0.170
165 H -11.904 -8.873 -0.195
166 H -9.692 -8.676 0.929

Results
E_LUMO: -4.03 eV
gap between HOMO and LUMO: 6.14 eV
E: -147558.5149 eV
net charge: +1